19
Properties=species:S:1:pos:R:3:lowdin_charge:R:1 method="wB97M-V/def2-TZVPD" orbital_gap_ha=0.391 homo_ev=-9.97 e_above_lowest_kj_mol=4.1 total_energy_ev=-25273.0245
C 0.801 -1.408 0.586 -0.178
P 0.679 0.166 -0.272 0.635
C 0.860 1.507 0.935 -0.203
O 1.564 0.541 -1.420 -0.366
C -1.276 0.171 -0.848 -0.302
N -1.402 -1.098 -1.448 -0.011
C -1.688 1.357 -1.746 -0.711
F -1.835 2.503 -1.122 0.161
F -0.801 1.540 -2.683 0.159
F -2.794 1.162 -2.440 0.148
H 0.427 -2.271 -0.069 0.085
H 1.870 -1.432 0.655 0.037
H 0.348 -1.062 1.552 0.065
H 2.006 1.780 0.918 0.088
H 0.358 2.432 0.675 0.028
H 0.620 1.301 2.090 0.090
H -1.798 0.145 0.032 0.086
H -2.289 -1.172 -2.011 0.114
H -0.650 -1.367 -2.066 0.076

---

85
Properties=species:S:1:pos:R:3:lowdin_charge:R:1 method="wB97M-V/def2-TZVPD" s2=0.76 orbital_gap_ha="0.216 / 0.207" total_charge=-2 homo_ev="-2.05 / -1.81" multiplicity=2 e_above_lowest_kj_mol=5.1 total_energy_ev=-130413.7730
Ni 0.118 -0.320 -0.002 0.303
O 0.453 3.135 2.457 -0.303
S 1.104 2.225 1.558 0.335
O 2.509 2.561 1.232 -0.438
O 1.317 0.846 2.358 -0.583
O 0.346 1.893 0.352 -0.347
N -1.959 -0.724 -0.140 0.086
C -2.257 -2.124 -0.141 -0.200
C -3.529 -2.607 0.017 0.007
C -3.771 -3.997 0.023 -0.077
C -2.748 -4.891 -0.134 -0.057
C -1.423 -4.426 -0.292 -0.161
C -0.298 -5.274 -0.435 -0.027
C 0.945 -4.728 -0.549 -0.045
C 1.088 -3.321 -0.512 -0.093
N 0.069 -2.512 -0.395 0.097
C -1.181 -3.037 -0.291 -0.156
H -2.605 -0.267 0.507 0.068
H -2.249 -0.318 -1.031 0.096
H -4.349 -1.904 0.129 0.107
H -4.786 -4.352 0.147 0.099
H -2.937 -5.959 -0.135 0.101
H -0.442 -6.349 -0.441 0.107
H 1.829 -5.345 -0.645 0.100
H 2.061 -2.846 -0.554 0.108
C 6.564 1.788 7.268 -0.074
C 5.628 1.539 6.115 -0.296
C 4.354 1.033 6.313 -0.041
C 3.491 0.774 5.247 -0.283
C 2.107 0.295 5.584 -0.055
C 3.892 0.994 3.922 -0.203
Te 3.157 0.184 1.842 1.955
N 2.166 -0.394 0.046 -0.194
C 3.100 -0.349 -0.890 -0.651
O 4.345 -0.301 -0.699 -0.137
C 2.666 -0.507 -2.345 -0.141
C 3.565 -1.091 -3.235 -0.044
C 3.224 -1.290 -4.565 -0.110
C 1.981 -0.882 -5.033 -0.123
C 1.092 -0.268 -4.162 -0.092
C 1.434 -0.084 -2.828 -0.034
C 2.894 -1.825 2.584 -0.241
C 1.708 -2.482 2.932 -0.263
C 0.350 -1.843 2.942 -0.044
C 1.760 -3.852 3.205 -0.029
C 2.928 -4.588 3.125 -0.285
C 2.933 -6.073 3.374 -0.064
C 4.093 -3.920 2.774 -0.031
C 4.093 -2.557 2.501 -0.287
C 5.404 -1.903 2.130 -0.084
C 5.166 1.571 3.728 -0.317
C 5.676 1.993 2.362 -0.105
C 6.006 1.826 4.812 -0.047
H 6.029 1.762 8.219 0.063
H 7.053 2.760 7.181 0.068
H 7.352 1.030 7.311 0.070
H 4.008 0.848 7.328 0.102
H 1.844 0.567 6.608 0.068
H 2.035 -0.792 5.497 0.076
H 1.382 0.746 4.910 0.068
H 4.535 -1.380 -2.849 0.104
H 3.931 -1.760 -5.240 0.086
H 1.713 -1.028 -6.073 0.085
H 0.131 0.083 -4.520 0.096
H 0.749 0.424 -2.156 0.090
H 0.344 -0.865 3.399 0.055
H -0.367 -2.487 3.455 0.083
H 0.004 -1.682 1.926 0.043
H 0.834 -4.358 3.463 0.109
H 1.985 -6.401 3.801 0.067
H 3.733 -6.360 4.059 0.071
H 3.086 -6.626 2.443 0.072
H 5.028 -4.469 2.708 0.109
H 6.205 -2.645 2.132 0.072
H 5.670 -1.122 2.849 0.070
H 5.366 -1.443 1.136 0.052
H 4.899 2.483 1.776 0.051
H 6.050 1.154 1.770 0.063
H 6.500 2.700 2.488 0.067
H 6.977 2.282 4.629 0.104
O -6.016 0.211 -0.103 -0.391
Cl -4.939 1.163 -0.284 0.639
O -4.036 1.083 0.848 -0.377
O -5.472 2.494 -0.385 -0.361
O -4.211 0.824 -1.493 -0.383

---

69
Properties=species:S:1:pos:R:3:lowdin_charge:R:1 method="wB97M-V/def2-TZVPD" orbital_gap_ha=0.385 homo_ev=-10.15 e_above_lowest_kj_mol=106.0 total_energy_ev=-33689.6811
C -0.403 0.460 -3.977 -0.074
C -1.403 1.500 -3.528 -0.299
O -2.712 0.968 -3.631 -0.081
H 0.660 0.644 -3.821 0.059
H -0.476 0.132 -5.015 0.080
H -0.626 -0.426 -3.377 0.058
H -1.294 2.416 -4.112 0.115
H -1.222 1.782 -2.490 0.110
H -2.928 0.950 -4.567 0.102
C 2.372 2.606 -2.292 -0.098
C 1.814 3.997 -1.958 -0.300
O 2.708 4.938 -2.567 -0.084
H 3.396 2.559 -1.922 0.076
H 2.391 2.437 -3.369 0.073
H 1.779 1.797 -1.864 0.049
H 1.770 4.103 -0.872 0.109
H 0.805 4.149 -2.348 0.103
H 2.232 5.770 -2.629 0.078
C -2.505 -1.828 -1.206 -0.072
C -3.619 -0.941 -0.671 -0.313
O -3.275 0.404 -0.868 -0.084
H -2.666 -1.950 -2.279 0.076
H -2.648 -2.821 -0.777 0.072
H -1.518 -1.423 -0.995 0.049
H -3.724 -1.160 0.394 0.104
H -4.588 -1.169 -1.121 0.116
H -3.086 0.471 -1.813 0.036
C 1.842 0.513 2.858 -0.080
C 3.006 1.164 3.648 -0.292
O 4.193 0.389 3.446 -0.091
H 0.908 1.076 2.845 0.056
H 1.547 -0.449 3.279 0.062
H 2.176 0.353 1.833 0.053
H 2.779 1.116 4.713 0.106
H 3.169 2.203 3.361 0.107
H 4.551 0.727 2.620 0.073
C 3.342 -1.003 -2.048 -0.061
C 2.487 -1.797 -1.037 -0.297
O 1.149 -1.558 -1.376 -0.115
H 3.081 -1.306 -3.063 0.077
H 4.395 -1.195 -1.830 0.077
H 3.237 0.080 -2.008 0.043
H 2.642 -1.434 -0.020 0.111
H 2.785 -2.848 -1.036 0.111
H 0.995 -1.945 -2.243 0.094
C -2.185 -0.552 3.357 -0.102
C -3.100 0.366 4.081 -0.336
O -4.373 0.498 3.483 -0.069
H -2.713 -1.487 3.154 0.076
H -1.246 -0.820 3.842 0.076
H -1.879 -0.198 2.370 0.052
H -2.624 1.345 4.186 0.106
H -3.320 0.039 5.098 0.116
H -4.291 0.933 2.630 0.075
C -0.086 -2.885 1.854 -0.071
C 0.025 -4.010 0.831 -0.333
O 0.386 -5.202 1.475 -0.069
H -0.215 -1.917 1.368 0.052
H 0.893 -2.840 2.336 0.075
H -0.888 -3.108 2.555 0.075
H 0.746 -3.775 0.043 0.088
H -0.912 -4.200 0.305 0.102
H 1.271 -5.035 1.815 0.082
O -0.111 0.532 0.233 -0.064
H -1.072 0.490 0.162 0.011
H 0.212 -0.115 -0.406 0.000
O -1.141 2.704 1.915 -0.052
H -2.088 2.731 1.755 0.032
H -0.806 2.049 1.292 -0.019

---

29
Properties=species:S:1:pos:R:3:lowdin_charge:R:1 method="wB97M-V/def2-TZVPD" orbital_gap_ha="0.304 / 0.285" homo_ev="-8.97 / -8.14" e_above_lowest_kj_mol=84.3 total_energy_ev=-23060.8157
C -0.772 1.911 1.215 -0.255
C 0.125 -2.992 2.686 -0.033
C 0.432 -1.692 3.304 -0.061
C 0.453 -3.048 1.300 -0.121
C 1.050 -0.622 2.592 -0.131
C 1.132 -2.075 0.642 -0.167
C 1.432 -0.927 1.313 0.025
C -1.313 -0.583 -1.030 -0.158
C 1.363 1.053 -1.916 -0.167
C -1.490 1.712 -3.039 -0.168
C -0.390 2.224 -0.058 -0.343
N -1.190 1.716 2.291 0.172
O 0.365 3.313 -0.262 0.032
Si -0.455 1.029 -1.516 0.604
H -0.034 -3.903 3.175 0.073
H 0.035 -1.394 4.327 0.114
H 0.339 -3.926 0.773 0.076
H 1.005 0.404 2.944 0.079
H 1.413 -2.240 -0.447 0.128
H -2.208 -0.559 -1.593 0.006
H -0.783 -1.378 -1.416 -0.015
H -1.422 -0.886 0.043 0.056
H 1.693 0.660 -2.887 0.044
H 1.632 2.037 -1.781 -0.016
H 1.957 0.505 -1.132 0.045
H -1.435 2.834 -2.869 0.037
H -0.923 1.542 -4.022 0.049
H -2.508 1.458 -3.150 -0.008
H 0.499 3.827 0.514 0.101

---

41
Properties=species:S:1:pos:R:3:lowdin_charge:R:1 method="wB97M-V/def2-TZVPD" orbital_gap_ha=0.311 homo_ev=-8.43 e_above_lowest_kj_mol=512.2 total_energy_ev=-29087.7359
C 3.906 -2.089 1.304 -0.023
C 2.557 -1.722 0.796 -0.261
C 2.210 -0.800 -0.144 0.012
C 0.795 -0.862 -0.308 -0.118
C -0.027 -0.098 -1.214 -0.336
O -1.235 -0.190 -1.311 0.100
C 0.746 0.892 -2.104 -0.108
O -0.104 1.592 -2.980 -0.012
C -1.049 2.406 -2.478 -0.259
C -1.145 2.804 -1.140 0.004
C -2.135 3.678 -0.751 0.018
C -3.038 4.173 -1.686 -0.167
N -4.059 5.081 -1.273 -0.370
O -4.105 5.393 -0.098 0.067
O -4.827 5.499 -2.120 0.070
C -2.950 3.787 -3.023 0.012
C -1.965 2.915 -3.412 0.020
C 0.336 -1.849 0.563 -0.180
C -1.050 -2.342 0.743 -0.001
N 1.406 -2.346 1.232 0.017
C 1.379 -3.392 2.199 -0.251
C 0.436 -3.321 3.364 -0.091
C 1.903 -3.135 3.584 -0.091
H 4.662 -1.659 0.653 0.082
H 4.032 -3.170 1.324 0.084
H 4.072 -1.712 2.313 0.076
H 2.889 -0.156 -0.666 0.110
H 1.427 0.333 -2.751 0.145
H 1.333 1.577 -1.479 0.135
H -0.462 2.423 -0.398 0.115
H -2.225 3.990 0.279 0.121
H -3.664 4.179 -3.731 0.120
H -1.873 2.596 -4.437 0.123
H -1.061 -3.402 0.986 0.084
H -1.559 -1.797 1.538 0.093
H -1.608 -2.166 -0.174 0.078
H 1.569 -4.374 1.771 0.156
H -0.192 -2.449 3.454 0.104
H -0.034 -4.234 3.693 0.107
H 2.244 -2.139 3.815 0.107
H 2.467 -3.916 4.068 0.105

---

18
Properties=species:S:1:pos:R:3:lowdin_charge:R:1 method="wB97M-V/def2-TZVPD" orbital_gap_ha=0.361 homo_ev=-8.71 e_above_lowest_kj_mol=377.4 total_energy_ev=-8897.7862
C 2.672 0.678 0.056 -0.130
O 1.473 0.986 -0.598 -0.169
C 0.656 -0.136 -0.589 -0.341
C -0.098 -0.545 0.706 -0.141
N -1.326 -0.672 -0.094 -0.212
C -2.560 -0.233 0.512 -0.112
C -0.761 0.145 -1.178 -0.108
H 2.846 1.076 1.066 0.075
H 3.517 1.005 -0.566 0.079
H 2.692 -0.634 0.238 0.152
H 1.504 -1.080 -0.924 0.188
H 0.232 -1.478 1.181 0.109
H -0.135 0.262 1.462 0.125
H -2.514 0.810 0.887 0.083
H -2.802 -0.889 1.356 0.083
H -3.378 -0.302 -0.214 0.083
H -1.059 1.218 -1.110 0.128
H -0.960 -0.211 -2.191 0.107

---

50
Properties=species:S:1:pos:R:3:lowdin_charge:R:1 method="wB97M-V/def2-TZVPD" orbital_gap_ha=0.308 homo_ev=-9.27 e_above_lowest_kj_mol=340.0 total_energy_ev=-35246.1187
C -3.815 -3.312 -5.259 -0.099
O -2.582 -3.815 -4.790 -0.183
C -1.468 -3.470 -5.566 -0.216
C -1.098 -1.975 -5.500 -0.142
N -0.952 -1.533 -4.136 0.083
C -1.918 -0.830 -3.511 -0.449
O -2.896 -0.377 -4.075 0.054
C -1.678 -0.590 -2.045 -0.112
C -0.577 -1.244 -1.465 -0.206
N 0.319 -1.841 -1.060 0.198
C -2.566 0.183 -1.385 0.059
C -2.561 0.574 0.007 -0.180
C -3.754 1.019 0.590 -0.011
C -3.792 1.370 1.926 -0.059
C -2.647 1.306 2.698 -0.011
C -1.431 0.910 2.128 -0.181
C -0.246 0.883 2.956 0.057
C 1.047 0.888 2.569 -0.116
C 1.507 1.019 1.247 -0.209
N 1.977 1.179 0.210 0.200
C 2.101 0.833 3.644 -0.460
O 1.820 0.956 4.819 0.070
N 3.351 0.615 3.187 0.072
C 4.493 0.595 4.070 -0.134
C 5.171 1.971 4.215 -0.208
O 6.065 2.299 3.181 -0.185
C 5.474 2.664 1.958 -0.109
C -1.406 0.537 0.786 0.044
H -4.585 -3.814 -4.677 0.091
H -3.953 -3.543 -6.322 0.091
H -3.899 -2.231 -5.108 0.070
H -0.646 -4.067 -5.160 0.125
H -1.623 -3.744 -6.621 0.122
H -1.885 -1.365 -5.949 0.119
H -0.163 -1.815 -6.042 0.125
H -0.223 -1.965 -3.586 0.127
H -3.398 0.540 -1.983 0.132
H -4.651 1.065 -0.009 0.118
H -4.722 1.694 2.370 0.109
H -2.679 1.583 3.741 0.119
H -0.405 0.869 4.030 0.132
H 3.510 0.552 2.193 0.108
H 4.129 0.287 5.053 0.123
H 5.221 -0.131 3.702 0.132
H 5.783 1.964 5.120 0.125
H 4.393 2.742 4.316 0.128
H 5.121 1.795 1.391 0.076
H 6.251 3.163 1.380 0.090
H 4.636 3.355 2.108 0.093
H -0.479 0.215 0.343 0.076

---

63
Properties=species:S:1:pos:R:3:lowdin_charge:R:1 method="wB97M-V/def2-TZVPD" s2=3.75 orbital_gap_ha="0.319 / 0.316" homo_ev="-8.17 / -8.07" multiplicity=4 e_above_lowest_kj_mol=214.7 total_energy_ev=-86763.3792
Co 0.173 0.015 0.023 0.829
C 2.592 0.121 -2.438 -0.256
O 1.734 0.013 -1.331 -0.394
H 3.115 1.076 -2.371 0.053
H 3.270 -0.717 -2.604 0.059
H 1.965 0.257 -3.319 0.049
Cl -2.593 0.299 2.548 0.653
O -1.574 0.280 1.545 -0.383
O -3.224 -0.963 2.531 -0.334
O -2.002 0.607 3.883 -0.370
O -3.614 1.288 2.349 -0.339
C -1.775 0.913 -3.669 -0.142
C -2.431 1.977 -2.763 -0.137
C -2.315 1.417 -1.332 -0.167
O -1.321 0.413 -1.400 -0.228
C -1.439 -0.216 -2.707 -0.141
H -0.921 1.394 -4.146 0.106
H -2.373 0.632 -4.537 0.112
H -3.506 2.037 -2.933 0.109
H -2.042 2.971 -2.984 0.106
H -3.205 0.917 -0.949 0.138
H -2.005 2.283 -0.747 0.119
H -2.215 -0.982 -2.733 0.128
H -0.485 -0.679 -2.960 0.119
C 0.069 4.113 1.157 -0.144
C 0.364 4.163 -0.315 -0.169
C 0.956 2.829 -0.642 -0.166
O 0.774 2.013 0.565 -0.203
C 0.839 2.908 1.688 -0.160
H -0.957 3.884 1.445 0.120
H 0.321 5.005 1.731 0.118
H 1.038 4.949 -0.655 0.117
H -0.531 4.360 -0.906 0.104
H 2.007 2.974 -0.891 0.125
H 0.526 2.443 -1.567 0.116
H 1.867 3.091 2.001 0.120
H 0.397 2.514 2.603 0.130
C 3.140 -1.017 3.104 -0.180
C 2.229 -2.179 3.213 -0.166
C 0.906 -1.591 2.666 -0.129
O 1.351 -0.787 1.545 -0.208
C 2.721 -0.390 1.748 -0.152
H 4.190 -1.251 3.278 0.123
H 2.813 -0.297 3.854 0.115
H 2.197 -2.484 4.259 0.123
H 2.589 -2.981 2.570 0.117
H 0.467 -0.919 3.403 0.124
H 0.158 -2.349 2.436 0.117
H 2.946 0.670 1.870 0.117
H 3.412 -0.826 1.027 0.125
C -0.365 -3.911 -1.476 -0.174
C -1.691 -3.962 -0.777 -0.141
C -1.697 -2.737 0.136 -0.210
O -0.563 -2.034 -0.200 -0.198
C 0.398 -3.033 -0.596 -0.187
H -0.461 -3.462 -2.464 0.119
H 0.157 -4.865 -1.545 0.127
H -1.750 -4.811 -0.096 0.119
H -2.463 -3.961 -1.547 0.114
H -1.586 -3.105 1.156 0.117
H -2.654 -2.217 0.087 0.133
H 0.828 -3.543 0.266 0.131
H 1.250 -2.559 -1.083 0.126

---

77
Properties=species:S:1:pos:R:3:lowdin_charge:R:1 method="wB97M-V/def2-TZVPD" s2=2.04 orbital_gap_ha="0.243 / 0.187" homo_ev="-7.64 / -7.87" multiplicity=3 e_above_lowest_kj_mol=321.8 total_energy_ev=-198054.6913
Ti -1.414 -0.609 -0.818 -0.235
C -3.899 3.542 -0.171 -0.113
C -3.856 3.638 -1.490 -0.092
S -0.992 1.410 -2.045 0.512
C -1.433 0.552 -3.584 -0.619
C -0.415 -0.518 -3.955 -0.580
S 0.074 -1.549 -2.539 0.549
C 0.618 -4.743 -1.260 -0.117
C -0.231 -5.552 -0.647 -0.076
S -1.133 -2.254 0.978 0.470
C -2.617 -1.694 1.869 -0.625
C -2.473 -0.267 2.389 -0.559
S -1.730 0.880 1.189 0.528
H -4.671 2.972 0.332 0.046
H -3.160 4.028 0.456 0.037
H -3.076 4.195 -1.994 0.048
H -4.595 3.147 -2.111 0.050
H -1.489 1.306 -4.370 0.077
H -2.427 0.112 -3.496 0.033
H 0.507 -0.064 -4.324 0.069
H -0.802 -1.178 -4.733 0.077
H 1.026 -3.872 -0.756 0.012
H 0.928 -4.903 -2.285 0.052
H -0.556 -5.360 0.369 0.034
H -0.648 -6.417 -1.149 0.051
H -2.779 -2.372 2.708 0.073
H -3.479 -1.766 1.210 0.032
H -1.875 -0.225 3.293 0.032
H -3.451 0.166 2.619 0.084
S -2.334 -2.612 -2.058 0.704
C -3.839 -2.129 -2.716 -0.685
C -4.408 -2.919 -3.757 -0.266
N -4.843 -3.572 -4.599 0.174
C -4.489 -1.031 -2.201 -0.702
S -3.815 -0.023 -0.991 0.698
C -5.796 -0.691 -2.669 -0.260
N -6.847 -0.398 -3.034 0.184
C 2.254 -2.543 2.146 -0.206
Si 1.619 -0.836 2.576 0.314
C 3.091 0.126 3.256 -0.200
C 0.432 -0.924 4.028 -0.206
As 0.776 0.288 0.604 0.698
Si 1.011 2.651 1.196 0.321
C 2.753 3.353 1.065 -0.202
C -0.046 3.725 0.089 -0.245
C 0.462 2.868 2.982 -0.221
Si 2.992 0.140 -0.671 0.413
C 3.299 -1.586 -1.316 -0.217
C 2.677 1.339 -2.069 -0.216
C 4.550 0.569 0.281 -0.209
H 2.563 -3.002 3.091 0.044
H 3.140 -2.502 1.509 0.010
H 1.511 -3.188 1.681 -0.003
H 3.344 -0.359 4.206 0.042
H 2.894 1.175 3.474 0.013
H 3.975 0.076 2.630 -0.004
H 1.038 -1.198 4.897 0.040
H -0.336 -1.685 3.896 0.021
H -0.037 0.035 4.249 0.021
H 3.375 2.932 0.284 -0.014
H 3.299 3.294 2.008 0.035
H 2.627 4.413 0.821 0.041
H 0.388 3.813 -0.909 0.024
H -0.053 4.717 0.553 0.046
H -1.075 3.393 -0.030 -0.041
H 1.056 2.296 3.697 0.010
H -0.587 2.618 3.129 0.007
H 0.595 3.926 3.229 0.041
H 2.575 -1.924 -2.053 -0.034
H 3.375 -2.338 -0.532 0.013
H 4.284 -1.527 -1.799 0.046
H 1.613 1.445 -2.286 -0.040
H 3.174 0.952 -2.965 0.042
H 3.089 2.329 -1.862 0.030
H 4.954 -0.325 0.757 0.035
H 4.515 1.369 1.007 0.003
H 5.253 0.862 -0.509 0.052